1.
{
  "formula": "C4H11O2Yb",
  "method": "ωB97M-V/def2-TZVPD",
  "species": ["H", "C", "H", "H", "H", "O", "C", "C", "O", "C", "Yb", "H", "H", "H", "H", "H", "H", "H"],
  "coordinates": [[2.2560, 3.0846, -2.4371], [1.2322, 2.1785, -1.3419], [1.1244, 3.0870, -0.7398], [2.2187, 1.7034, -1.2733], [0.6706, 2.1162, -2.2826], [0.2041, 1.0553, -0.3262], [0.2861, -0.2877, -0.7939], [0.0336, -1.2567, 0.3421], [-1.1511, -0.8166, 1.0283], [-1.6875, -1.7626, 1.9556], [-1.2936, 1.3737, 1.1214], [1.2793, -0.5167, -1.2083], [-0.4344, -0.4402, -1.6139], [0.8677, -1.2711, 1.0590], [-0.1271, -2.2716, -0.0449], [-2.5607, -1.3014, 2.4268], [-1.9854, -2.6679, 1.4132], [-0.9329, -2.0062, 2.7153]],
  "forces_ev_per_a": [[-0.001, 0.167, 0.013], [-0.434, -0.428, 0.411], [-0.037, -0.339, -0.318], [-0.573, -0.201, 0.133], [0.177, -0.095, 0.480], [1.735, 1.090, -1.299], [0.237, -0.780, -0.837], [0.419, -0.274, -0.107], [-0.037, 0.143, -0.160], [-0.149, -0.739, 0.478], [-1.016, 0.980, 0.891], [-0.186, 0.171, 0.167], [0.096, 0.048, 0.276], [-0.167, -0.024, -0.148], [0.067, 0.230, 0.037], [0.093, -0.174, -0.064], [-0.009, 0.215, 0.208], [-0.215, 0.013, -0.160]],
  "lowdin_spin": [0.54, 0.20, 0.02, 0.04, 0.04, 0.13, 0.00, 0.00, 0.00, 0.00, 0.01, 0.00, 0.00, 0.00, 0.00, 0.00, 0.00, 0.00],
  "s_squared": 0.76,
  "lumo_ha": [-0.3186, -0.3333],
  "e_homo_ev": [-17.304, -17.369],
  "multiplicity": 2,
  "energy_ha": -1467.402367,
  "charge": 2
}

2.
{
  "formula": "C4H11O3",
  "method": "ωB97M-V/def2-TZVPD",
  "species": ["C", "C", "C", "O", "C", "O", "H", "H", "H", "H", "H", "H", "H", "H", "H", "H", "H", "O"],
  "coordinates": [[0.2466, -0.6232, 1.0711], [-0.8298, -0.3457, 0.0674], [-0.8190, -0.6208, -1.2853], [-3.8356, -0.4106, 0.3123], [1.6200, -0.5562, 0.5574], [2.3455, 0.5882, 0.8483], [0.0366, -1.5843, 1.5573], [0.2081, 0.1144, 1.8866], [-1.9289, -0.1295, 0.4886], [-1.2140, 1.4610, 0.0583], [-1.6604, -0.3346, -1.8699], [0.0009, -1.2889, -1.7385], [-3.8649, 0.5316, 0.3994], [1.5802, -0.9232, -0.4466], [2.1055, -1.4216, 0.9944], [1.9873, 1.4175, -0.5311], [0.7047, 1.1817, -1.3200], [1.5823, 1.5537, -1.4033]],
  "forces_ev_per_a": [[-1.983, 0.701, 1.140], [-0.490, 2.940, -0.388], [1.334, -1.053, 0.990], [1.419, -0.709, -0.030], [2.982, 0.165, 1.009], [-1.040, -0.603, -0.681], [-0.217, -0.044, -0.243], [-0.278, -0.169, -0.184], [-0.977, -0.511, -0.443], [0.514, -3.098, -0.267], [-0.376, 0.322, -0.463], [-1.431, 1.114, 0.777], [-0.261, 1.021, 0.129], [0.222, 0.375, -1.742], [0.600, -0.668, 0.720], [0.589, -0.712, 1.533], [0.041, 0.077, 0.061], [-0.646, 0.851, -1.918]],
  "mulliken_charge": [0.01, -0.38, -0.58, -0.92, -0.81, -0.94, 0.32, 0.13, 0.41, 0.34, 0.33, 0.24, 0.22, 0.30, 0.34, 0.42, 0.28, -0.71],
  "lumo_ha": 0.0135,
  "e_homo_ev": -3.861,
  "multiplicity": 1,
  "energy_ha": -384.459783,
  "charge": -1
}

3.
{
  "formula": "C4H11O3",
  "method": "ωB97M-V/def2-TZVPD",
  "species": ["C", "O", "C", "C", "C", "O", "H", "H", "H", "H", "H", "H", "H", "H", "H", "H", "H", "O"],
  "coordinates": [[-0.0505, -3.5759, -0.0522], [0.4552, -4.1823, 1.0230], [-0.4839, -1.9497, 0.2496], [0.3444, -0.7517, -0.0549], [0.1438, 0.6546, 0.4992], [1.0107, 3.6598, -0.2606], [-1.0517, -4.0018, -0.2515], [0.5784, -3.5166, -0.9843], [-1.3390, -1.9027, 0.8918], [0.7401, -1.5679, 0.6365], [1.0648, -0.6682, -0.8557], [-0.9357, 1.0066, 0.5784], [0.6748, 1.3493, -0.0883], [0.5362, 0.6799, 1.5691], [1.0769, 4.1958, 0.5128], [-1.2137, 3.3167, -1.8526], [-0.2755, 3.6933, -0.5726], [-1.2752, 3.5608, -0.9877]],
  "forces_ev_per_a": [[-0.152, 0.204, 0.733], [0.052, 1.541, -0.684], [2.127, 0.338, -2.688], [-3.376, -0.199, 0.005], [-1.614, -1.033, 2.493], [0.279, -0.534, -0.398], [-0.163, 0.306, -0.815], [-0.298, -0.097, 0.423], [0.084, 0.577, 1.013], [1.560, -0.795, 1.982], [0.169, -1.266, -0.269], [1.288, -0.622, -0.362], [0.620, 1.149, -0.497], [-0.298, 0.138, -1.338], [0.273, 0.593, 0.844], [0.495, -0.926, -3.559], [0.399, -0.367, -0.573], [-1.444, 0.993, 3.692]],
  "mulliken_charge": [-0.36, -0.75, -0.23, -0.01, -1.06, -1.00, 0.22, 0.22, 0.35, 0.22, 0.41, 0.31, 0.39, 0.27, 0.18, 0.21, 0.42, -0.80],
  "lumo_ha": 0.0744,
  "e_homo_ev": -4.232,
  "multiplicity": 1,
  "energy_ha": -384.544305,
  "charge": -1
}

4.
{
  "formula": "C4H11O3",
  "method": "ωB97M-V/def2-TZVPD",
  "species": ["C", "O", "C", "C", "C", "O", "H", "H", "H", "H", "H", "H", "H", "H", "H", "H", "H", "O"],
  "coordinates": [[0.4882, 0.0352, 1.6970], [0.4957, -1.1493, 1.0042], [-0.0243, 1.1687, 0.7916], [0.4622, 0.9355, -0.6300], [-0.5745, 0.2920, -1.5943], [1.6401, 0.1620, -0.8114], [1.5515, 0.1114, 1.9910], [-0.0899, -0.0496, 2.6908], [-1.0380, 1.1280, 0.6230], [0.3446, 2.1619, 1.2106], [0.7191, 1.9746, -0.7994], [-0.9479, -0.4530, -0.9612], [-0.1399, -0.1168, -2.5649], [-1.3073, 1.0772, -1.8464], [1.3868, -0.6219, -0.1253], [-0.5704, -1.9272, 0.4307], [-0.9782, -2.4500, -0.9354], [-1.4179, -2.2787, -0.1705]],
  "forces_ev_per_a": [[-0.348, -0.879, 1.121], [-0.085, -1.273, -0.307], [2.869, -0.396, 1.379], [1.499, 0.530, -1.806], [0.939, 2.302, -0.697], [-0.007, -0.911, 1.893], [-0.173, 1.241, 0.178], [0.395, 0.323, -1.025], [-2.753, 0.216, 0.680], [-0.715, -0.976, -0.600], [0.212, 0.326, -1.662], [-1.251, -1.277, 0.123], [-0.255, 0.613, 1.460], [-0.290, -0.522, 0.019], [0.400, 0.886, -0.953], [-1.466, 0.249, -0.410], [1.678, -0.940, -3.672], [-0.649, 0.487, 4.280]],
  "mulliken_charge": [-0.52, -0.91, -0.76, 0.29, -1.23, -0.73, 0.25, 0.28, 0.34, 0.36, 0.36, 0.31, 0.28, 0.30, 0.47, 0.48, 0.26, -0.83],
  "lumo_ha": 0.1552,
  "e_homo_ev": -4.051,
  "multiplicity": 1,
  "energy_ha": -384.698517,
  "charge": -1
}

5.
{
  "formula": "C4H11O3P",
  "method": "ωB97M-V/def2-TZVPD",
  "species": ["C", "C", "C", "C", "O", "O", "O", "P", "H", "H", "H", "H", "H", "H", "H", "H", "H", "H", "H"],
  "coordinates": [[2.2732, 0.4990, -0.8903], [-0.6448, 1.6411, 0.7258], [1.4480, -0.6118, -1.3360], [0.3635, -1.1549, -0.3497], [-1.7950, -0.0202, -1.4072], [-3.5142, -1.0101, 2.5791], [-2.1683, -1.0181, 2.1916], [-0.9942, 0.0899, -0.1748], [1.6658, 1.1556, -0.2692], [3.0215, 0.2645, -0.2790], [2.6535, 1.1280, -1.6622], [-0.1546, 2.3698, 0.0536], [-1.6618, 1.9157, 0.8275], [-0.1946, 1.2932, 1.6915], [2.1729, -1.3478, -1.5870], [0.9775, -0.3219, -2.1829], [-0.1246, -2.0348, -0.6768], [0.5981, -1.1870, 0.7585], [-3.9218, -1.6502, 1.9875]],
  "forces_ev_per_a": [[-2.701, 3.035, 0.095], [0.629, -1.258, -0.913], [0.249, -2.082, 2.165], [0.707, 2.785, 2.034], [-0.709, 1.127, -0.465], [1.446, 0.622, -0.461], [-0.760, -0.002, -0.167], [-0.084, -2.149, 0.431], [-0.029, 0.449, -0.003], [3.298, -1.376, 2.396], [0.301, 0.224, -0.856], [0.200, -0.285, 0.811], [-1.037, 0.822, 0.736], [-0.201, 0.892, -0.906], [0.097, -1.407, -0.432], [-1.723, 0.544, -2.831], [-0.389, -0.903, -0.234], [0.750, -0.697, -1.230], [-0.042, -0.341, -0.171]],
  "mulliken_charge": [-1.09, -0.95, -0.51, -0.58, -0.64, -0.31, -0.27, 0.63, 0.17, 0.41, 0.32, 0.39, 0.36, 0.32, 0.32, 0.42, 0.36, 0.30, 0.34],
  "lumo_ha": [-0.0093, -0.0310],
  "e_homo_ev": [-10.144, -7.425],
  "multiplicity": 1,
  "energy_ha": -725.873750,
  "charge": 0
}

6.
{
  "formula": "C4H11O4",
  "method": "ωB97M-V/def2-TZVPD",
  "species": ["O", "C", "C", "C", "C", "O", "H", "H", "H", "H", "H", "H", "H", "H", "H", "O", "H", "H", "O"],
  "coordinates": [[-1.1404, -0.2381, 2.8334], [-0.5861, 0.4911, 1.8112], [0.6674, 0.2935, 1.1087], [0.9228, 1.1813, -0.1024], [-0.0034, 0.7362, -1.2279], [0.3968, -0.5128, -1.7833], [-1.1918, 1.4292, 1.5131], [-0.5006, -0.3730, 0.8843], [1.3973, -0.3823, 1.5520], [0.7829, 2.2948, 0.0966], [1.9253, 1.1261, -0.4664], [-1.0286, 0.6021, -0.8011], [-0.0902, 1.5505, -2.0426], [2.1132, -0.0523, -4.2354], [1.1303, -0.1167, -2.6048], [1.8720, 0.4820, -3.4352], [-1.5929, -1.2463, 2.1605], [-1.5777, -2.1253, 0.7427], [-2.0499, -2.0961, 1.5931]],
  "forces_ev_per_a": [[2.764, 3.275, -2.512], [-1.320, 0.418, 3.643], [-2.142, 0.771, 0.827], [-0.552, 1.007, 0.586], [-0.888, -0.782, -1.939], [-0.304, 1.744, 0.830], [0.886, -1.563, -0.039], [1.258, -0.375, -1.382], [-0.393, -0.247, -0.380], [-0.216, -1.324, 0.261], [0.746, -0.486, -0.136], [0.355, 0.331, -0.202], [0.334, -1.043, 1.119], [-0.507, 0.669, 1.349], [0.332, -0.268, -0.603], [0.383, -0.615, -0.948], [-1.321, -2.278, -0.761], [-0.359, -0.250, 0.371], [0.943, 1.016, -0.085]],
  "mulliken_charge": [-0.65, 0.09, 0.08, -0.53, -0.75, -0.69, 0.28, -0.29, 0.43, 0.27, 0.40, 0.38, 0.35, 0.18, 0.47, -0.93, 0.46, 0.28, -0.82],
  "lumo_ha": 0.1185,
  "e_homo_ev": -4.559,
  "multiplicity": 1,
  "energy_ha": -459.861452,
  "charge": -1
}

7.
{
  "formula": "C4H11OP",
  "method": "ωB97M-V/def2-TZVPD",
  "species": ["C", "C", "C", "P", "O", "H", "H", "H", "H", "H", "H", "H", "C", "H", "H", "H", "H"],
  "coordinates": [[-1.1934, -0.1302, 0.9139], [0.2632, -0.3325, 0.8477], [0.6365, -1.8091, 0.4000], [1.2683, -0.1134, 2.4568], [0.5056, 0.7793, 3.3909], [-1.8163, -0.8576, 1.4503], [-1.5392, 0.8342, 1.3395], [-1.6726, -0.3586, -0.1039], [0.6557, 0.3997, 0.1177], [0.0916, -1.9867, -0.4716], [0.3768, -2.4200, 1.1706], [1.6708, -1.7509, 0.3128], [0.1709, 1.5159, -2.3378], [0.2969, 2.0692, -3.2945], [-0.8470, 1.0943, -2.1551], [0.3083, 2.3328, -1.6075], [0.8238, 0.7337, -2.4299]],
  "forces_ev_per_a": [[-3.106, -0.119, -0.776], [1.265, -0.827, 0.533], [-0.390, 4.216, 0.169], [-1.294, 0.957, 0.014], [0.617, -0.800, -0.817], [0.821, -0.268, 0.696], [0.403, -0.314, -0.649], [0.789, 1.074, 0.883], [0.251, -0.318, 0.252], [-0.480, -0.727, -1.533], [-0.806, -2.158, 1.992], [1.926, -0.722, -0.748], [-2.472, 2.712, -0.537], [-0.801, -0.501, 0.285], [0.656, 0.523, -0.591], [0.549, -0.951, 0.179], [2.070, -1.779, 0.648]],
  "mulliken_charge": [-1.37, 0.60, -1.58, 0.28, -0.45, 0.39, 0.32, 0.29, 0.12, 0.43, 0.52, 0.46, -1.07, 0.31, 0.21, 0.25, 0.29],
  "smiles": "CC(C)P=O.C",
  "lumo_ha": -0.0229,
  "e_homo_ev": -9.068,
  "multiplicity": 1,
  "energy_ha": -575.546890,
  "charge": 0
}

Energy above the lowest of the compared OMol25 structures with the same formula, charge and spin
In order: 70.57 771.47 549.56 144.68 636.08 496.06 138.20
Unit: kJ/mol